# 1
Density functional theory data (ωB97M-V/def2-TZVPD) for a structure of composition C17H25N3O3S2 at a distorted geometry.

Properties
Relative energy (zero: lowest compared OMol25 entry of this formula, charge and spin)   32.4 kcal/mol
E_HOMO   -9.35 eV
Strongest force on any atom   1.28 eV/A
Kohn-Sham gap   0.3084 hartree
Total energy   -50318.3240 eV

Cartesian coordinates (Å):
C (-3.791589, -3.353919, -0.640787)
C (-4.217102, -1.891105, -0.658261)
C (-3.937273, -1.211113, 0.680732)
H (-4.530096, -1.709763, 1.450403)
C (-4.287897, 0.278804, 0.674800)
H (-5.246581, 0.403856, 0.167333)
H (-4.411300, 0.623234, 1.703148)
C (-3.231001, 1.153860, -0.015926)
C (-2.097394, 1.462187, 0.966294)
N (-0.938829, 2.030389, 0.311143)
C (0.324748, 1.760458, 0.688526)
O (0.598817, 1.006392, 1.601791)
C (1.375674, 2.500896, -0.133144)
C (2.773439, 2.221672, 0.372692)
H (3.467438, 3.033825, 0.176193)
H (2.781065, 1.961705, 1.428568)
S (3.477733, 0.784018, -0.506018)
O (4.863397, 0.679450, -0.127744)
O (3.182498, 0.918000, -1.907587)
C (2.635671, -0.656103, 0.154689)
C (3.255146, -1.408129, 1.110461)
C (2.634781, -2.539794, 1.676078)
C (1.383488, -2.933556, 1.288696)
C (0.723721, -2.178948, 0.305171)
N (-0.493311, -2.384973, -0.200334)
S (-0.797630, -1.240452, -1.280765)
N (0.574489, -0.419104, -1.172288)
C (1.354246, -1.018399, -0.274989)
H (0.892844, -3.794284, 1.714254)
H (3.165013, -3.098813, 2.431717)
H (4.246385, -1.114075, 1.418882)
H (1.154832, 3.570506, -0.102847)
H (1.312870, 2.160490, -1.170879)
H (-1.102790, 2.683866, -0.437158)
H (-1.758529, 0.546912, 1.458045)
H (-2.454150, 2.142879, 1.747851)
C (-3.854197, 2.425516, -0.614646)
C (-4.520590, 3.353610, 0.395442)
H (-3.798215, 3.761250, 1.097654)
H (-4.987324, 4.186998, -0.124757)
H (-5.290151, 2.829929, 0.955251)
H (-3.089147, 2.986385, -1.158211)
H (-4.600064, 2.115379, -1.350152)
H (-2.802682, 0.587527, -0.850524)
H (-2.886627, -1.348356, 0.940932)
H (-5.285635, -1.823761, -0.877548)
H (-3.683422, -1.373095, -1.458073)
H (-2.729090, -3.435181, -0.426354)
H (-3.989391, -3.821605, -1.602300)
H (-4.340209, -3.899114, 0.124022)

Atomic forces in eV per Å
-0.09 0.18 -0.14
0.11 -0.15 0.28
-0.25 0.20 -0.20
0.06 -0.08 0.06
0.29 -0.09 -0.04
-0.11 0.06 0.04
-0.11 0.08 0.05
-0.12 0.14 0.05
-0.08 -0.24 0.01
-0.42 0.17 -0.15
0.01 0.52 -0.27
0.09 -0.11 0.30
-0.07 -0.11 0.15
0.02 -0.83 -0.30
0.15 -0.05 -0.12
0.05 0.04 0.07
0.49 0.33 0.02
-0.06 -0.05 0.41
-0.34 -0.07 0.10
0.87 0.58 0.13
0.14 0.60 -0.44
-0.57 -0.46 0.05
0.43 -0.17 0.40
-0.12 0.81 -0.73
-0.43 -0.50 0.10
0.98 -0.22 0.60
0.02 0.40 -0.50
-1.06 -0.68 -0.21
-0.01 -0.10 0.07
0.03 -0.06 0.05
0.11 0.00 0.07
0.04 -0.04 -0.02
-0.18 0.17 0.00
0.16 -0.02 0.01
-0.06 0.08 0.00
-0.02 -0.13 0.02
0.07 -0.10 0.14
0.10 -0.09 -0.20
0.03 0.08 0.13
-0.06 0.09 0.03
-0.11 -0.01 0.11
-0.02 0.03 -0.14
0.06 0.01 -0.09
-0.03 0.04 0.06
0.08 -0.06 0.11
-0.01 0.10 -0.07
-0.08 0.10 -0.09
0.06 -0.12 0.04
0.00 -0.14 -0.07
-0.03 -0.11 0.09

---

# 2
Density functional theory data (ωB97M-V/def2-TZVPD) for the molecule C20H23N3O at a distorted geometry.

Properties
Relative energy (zero: lowest compared OMol25 entry of this formula, charge and spin)   64.7 kcal/mol
E_HOMO   -7.63 eV
Strongest force on any atom   2.04 eV/A
Kohn-Sham gap   0.2938 hartree
Total energy   -27630.2470 eV

Cartesian coordinates (Å):
C (-5.205150, 2.082038, 0.570100)
N (-3.751932, 1.969137, 0.803815)
C (-3.325443, 1.987432, 2.199755)
C (-2.993366, 1.245702, -0.135979)
C (-1.624803, 1.219004, -0.341387)
C (-0.598645, 1.879261, 0.449336)
O (-0.804289, 2.929635, 1.061395)
C (0.757731, 1.349485, 0.397057)
C (1.691795, 1.559952, 1.437584)
C (3.005699, 1.121477, 1.230538)
C (3.339094, 0.370870, 0.114927)
N (4.619918, -0.168906, -0.078742)
C (5.738028, -0.078608, 0.881041)
C (4.794168, -1.094208, -1.212736)
N (2.424314, 0.085025, -0.807960)
C (1.174537, 0.591952, -0.707788)
C (0.269726, 0.428498, -1.889229)
C (-1.197404, 0.239297, -1.426313)
C (-1.324097, -1.228134, -1.009111)
C (-1.718004, -2.194461, -1.967879)
C (-1.781020, -3.552201, -1.611195)
C (-1.462685, -3.960793, -0.339743)
C (-1.066865, -3.045877, 0.630074)
C (-0.978846, -1.689622, 0.295422)
H (-5.697187, 1.140203, 0.768671)
H (-5.400558, 2.394796, -0.470128)
H (-5.673244, 2.814980, 1.210523)
H (-2.513492, 1.276821, 2.405067)
H (-4.129444, 1.715774, 2.865080)
H (-2.975953, 3.003593, 2.491636)
H (-3.565311, 0.655928, -0.843839)
H (1.412356, 2.162722, 2.292931)
H (3.761284, 1.324653, 1.966820)
H (5.964645, 0.953881, 1.176497)
H (5.548769, -0.625133, 1.805581)
H (6.667040, -0.455911, 0.430709)
H (4.118262, -1.935252, -1.116557)
H (4.604774, -0.623796, -2.171174)
H (5.805016, -1.518399, -1.263280)
H (0.553297, -0.440563, -2.452947)
H (0.336665, 1.333518, -2.506985)
H (-1.803692, 0.399383, -2.317596)
H (-1.991753, -1.929106, -2.989363)
H (-2.105455, -4.326656, -2.335091)
H (-1.513354, -5.018317, -0.143612)
H (-0.756384, -3.370564, 1.630121)
H (-0.628739, -0.978509, 1.023959)

Atomic forces in eV per Å
0.79 -0.20 -0.69
0.42 -1.11 -0.67
0.82 0.99 0.08
0.64 1.68 0.79
-1.77 -1.02 0.03
-0.47 1.71 0.13
-0.21 -0.49 0.26
1.02 -1.07 0.10
0.82 -0.01 -1.53
-0.91 0.71 1.44
0.87 -0.99 -0.38
0.15 -0.03 -0.38
-0.45 0.50 -0.19
0.11 -0.03 0.30
-0.81 0.24 -0.64
1.41 0.09 0.46
-0.66 0.54 0.70
0.69 -0.68 0.20
-0.22 -1.09 0.04
0.10 -0.15 0.82
-0.34 0.28 -0.93
0.12 -0.19 0.38
0.40 0.58 -0.11
-0.47 -0.21 -1.12
-0.31 -0.46 -0.04
0.15 -0.22 0.43
0.27 0.35 0.28
-0.15 0.24 -0.35
-0.59 -0.14 0.05
-0.08 -0.68 -0.16
-0.30 0.16 -0.12
0.03 -0.14 0.02
0.12 0.08 0.28
-0.26 -0.04 -0.17
-0.08 -0.21 0.04
-0.55 -0.02 0.00
-0.29 -0.19 -0.07
-0.18 0.22 -0.06
-0.14 0.41 0.39
0.34 -0.21 -0.41
0.11 -0.17 -0.01
-0.25 -0.07 0.05
0.11 0.24 0.26
0.26 0.74 0.37
0.02 -0.17 0.34
-0.25 0.09 -0.42
-0.03 0.14 0.19

---

# 3
Density functional theory data (ωB97M-V/def2-TZVPD) for a structure of composition C3H7NO2 at a distorted geometry.

Properties
Relative energy (zero: lowest compared OMol25 entry of this formula, charge and spin)   101.7 kcal/mol
E_HOMO   -8.72 eV
Strongest force on any atom   2.66 eV/A
Kohn-Sham gap   0.3503 hartree
Total energy   -8806.1170 eV

Cartesian coordinates (Å):
C (0.282732, -1.425733, -0.538650)
C (1.028730, -0.245772, -0.200806)
O (1.895630, 0.307578, -1.160123)
C (-0.762676, 0.641103, 0.605595)
O (-1.622932, -0.046616, 0.042001)
N (-1.238485, 1.715906, 1.195576)
H (0.686623, -2.246352, 0.084931)
H (0.369713, -1.717541, -1.613904)
H (-0.854510, -0.973873, -0.186021)
H (1.529078, -0.147486, 0.732910)
H (1.534942, -0.041277, -1.985310)
H (-0.645830, 2.223432, 1.787526)
H (-2.203016, 1.956631, 1.236274)

Atomic forces in eV per Å
0.76 -0.89 -0.11
1.28 0.13 0.13
-2.07 0.13 0.74
-0.30 0.37 -1.81
-1.23 0.19 0.65
0.86 0.86 0.65
-0.61 0.20 -0.19
-0.19 0.33 0.74
0.90 -1.99 -1.51
0.25 -0.24 0.52
0.29 0.28 -0.28
0.80 0.88 0.63
-0.73 -0.24 -0.15